(1)
Formula: C7H17N
Source: OMol25
Level of theory: ωB97M-V/def2-TZVPD

Values from the calculation:
charge = 0
lowest unoccupied orbital energy = 1.049 eV
relative energy (zero: lowest compared OMol25 entry of this formula, charge and spin) = 79.48 kcal per mole
2S+1 = 1
max |F| = 4.94 eV Å⁻¹
HOMO energy = -7.9 eV
SMILES string = CCCCNC(C)C

```
25
Properties=species:S:1:pos:R:3:forces:R:3:nbo_charge:R:1
C -0.41233 -0.70511 -0.64226 0.18 3.61 2.44 -0.22
N -1.16018 0.56477 -0.04906 2.83 -1.42 -1.24 -0.68
C -0.98148 1.95837 -0.38697 -0.41 2.17 1.26 -0.02
C -0.45972 2.80238 0.88543 0.13 -3.13 -1.32 -0.61
C -0.10345 2.37459 -1.60452 -3.19 3.32 0.18 -0.62
C -0.34295 -1.70910 0.61989 -1.69 -2.72 -3.76 -0.41
C 2.01409 -2.58809 0.69944 0.87 -0.75 0.96 -0.64
C 0.58344 -3.00518 0.58827 -2.21 0.78 -2.54 -0.39
H -0.96409 -0.91194 -1.59203 0.62 -1.08 1.02 0.20
H 0.58574 -0.31226 -0.88400 -0.21 -0.20 -0.19 0.19
H -2.07000 0.38981 0.23741 -1.70 -0.68 0.35 0.36
H -1.99709 2.43432 -0.57576 0.88 -0.82 0.04 0.17
H -0.34360 3.73591 0.48722 0.23 2.91 -0.40 0.19
H 0.50598 2.43839 1.20639 0.51 -0.23 -0.16 0.19
H -1.05742 2.75396 1.76520 -0.97 0.07 0.36 0.20
H 0.88920 2.59358 -1.35706 1.67 -0.38 0.15 0.21
H -0.49373 3.45201 -2.09109 0.77 -2.58 1.63 0.20
H -0.31493 1.74440 -2.40141 0.41 -1.52 -1.52 0.21
H -0.33797 -1.39639 1.62611 0.10 1.65 0.70 0.22
H -1.34470 -2.10198 0.38289 -0.17 -0.39 1.18 0.19
H 2.50098 -2.99663 1.62351 -0.14 0.22 -1.08 0.21
H 2.16604 -1.53715 0.69778 -0.28 1.24 0.48 0.20
H 2.51255 -2.83444 -0.20008 1.08 -0.91 -0.65 0.21
H 0.30155 -3.61812 1.47146 -0.13 0.05 -1.00 0.21
H 0.32406 -3.52610 -0.50677 0.83 0.80 3.12 0.19
```
Positions in Å, forces in eV/Å.


(2)
Formula: C7H17N2
Source: OMol25
Level of theory: ωB97M-V/def2-TZVPD

Values from the calculation:
charge = +1
lowest unoccupied orbital energy = -4.066 eV
relative energy (zero: lowest compared OMol25 entry of this formula, charge and spin) = 63.74 kcal per mole
2S+1 = 1
max |F| = 4.26 eV Å⁻¹
HOMO energy = -14.0 eV

```
26
Properties=species:S:1:pos:R:3:forces:R:3:nbo_charge:R:1
C -2.23139 -1.54066 -0.48227 2.23 1.99 1.55 0.08
C 2.21696 -0.65765 0.66080 -1.23 2.45 1.60 -0.61
C 1.25650 1.39761 -0.50028 0.36 2.05 -1.26 -0.62
C 1.12120 -0.84543 -1.69850 0.30 -0.86 0.68 -0.62
C -0.23663 -0.03873 1.93610 -2.35 0.52 -0.73 -0.68
C 1.08891 -0.03277 -0.29574 0.42 -3.59 0.12 -0.10
C -0.21328 -0.32793 0.44359 -0.67 -1.38 1.25 0.50
N -1.22750 -0.98321 0.02787 1.47 0.78 -0.84 -0.26
N -2.54993 1.55140 -0.10725 -1.32 -0.40 4.03 -1.12
H -2.18429 -2.55909 -0.47282 -0.44 -2.82 -0.25 0.22
H -3.05007 -0.95561 -0.75279 -1.27 0.83 -0.75 0.23
H 2.49952 -0.14734 1.66296 -1.32 -0.43 -1.50 0.23
H 3.12776 -0.57050 0.20198 2.22 0.23 -1.86 0.23
H 2.10437 -1.67043 0.86319 -0.61 -1.91 0.31 0.22
H 0.58345 1.51017 -1.40276 1.02 1.09 0.77 0.22
H 0.88156 2.08390 0.34326 1.03 -1.00 -1.24 0.24
H 2.38406 1.47924 -0.79315 -2.17 0.74 0.51 0.25
H 2.15526 -0.90545 -2.25346 -1.97 0.29 1.45 0.26
H 0.80640 -1.86892 -1.34028 0.72 0.63 -0.90 0.21
H 0.34078 -0.55110 -2.45449 0.75 0.18 0.90 0.23
H 0.11958 -0.84581 2.52215 0.30 -1.29 0.22 0.26
H 0.44804 0.75024 2.19418 -0.30 0.75 -0.03 0.25
H -1.34354 0.09336 2.18521 1.73 0.38 0.08 0.26
H -2.56494 2.36352 0.48765 0.27 0.21 0.84 0.37
H -3.54320 1.39780 -0.17110 -0.04 -0.10 -1.45 0.39
H -1.98959 1.87338 -0.80403 0.87 0.64 -3.48 0.37
```
Positions in Å, forces in eV/Å.


(3)
Formula: C7H17N2O
Source: OMol25
Level of theory: ωB97M-V/def2-TZVPD

Values from the calculation:
charge = +1
lowest unoccupied orbital energy = -5.002 eV
relative energy (zero: lowest compared OMol25 entry of this formula, charge and spin) = 120.13 kcal per mole
2S+1 = 1
max |F| = 5.27 eV Å⁻¹
HOMO energy = -15.0 eV
SMILES string = CCC(CC)/[N+](C)=N\OC

```
27
Properties=species:S:1:pos:R:3:forces:R:3:nbo_charge:R:1
C 0.03782 0.34449 -2.61081 0.00 -0.09 -0.89 -0.62
C -0.78360 1.34489 2.30498 -1.48 0.09 -3.15 -0.59
C 2.08418 -0.31112 0.43998 1.58 -0.40 0.58 -0.46
C -1.44064 -3.21032 0.09495 -1.54 0.91 -4.91 -0.25
C 0.34402 1.32081 -1.48127 2.49 -0.37 -1.35 -0.42
C -0.00389 1.84127 1.02672 0.87 -1.93 3.29 -0.42
C -0.11177 0.85567 -0.15941 0.94 0.32 2.64 -0.08
N 0.15111 -1.62020 0.17341 2.59 2.85 0.96 0.26
N 0.65783 -0.38006 0.20802 -4.01 -3.36 -0.67 -0.07
O -1.12389 -1.79386 0.04977 0.73 1.43 0.16 -0.25
H 0.91743 -0.29713 -2.68729 -0.15 -0.26 -0.36 0.21
H -0.79421 -0.29519 -2.29637 -0.12 0.11 -0.52 0.20
H -0.14838 0.79230 -3.65316 0.20 -0.52 1.82 0.26
H -1.85787 1.42456 2.11374 -0.01 -0.21 0.26 0.21
H -0.54310 1.94240 3.11411 0.46 1.19 1.62 0.23
H -0.53751 0.34858 2.51179 0.32 -1.60 0.52 0.19
H 2.37097 0.50018 1.19737 -0.81 -1.00 -1.31 0.26
H 2.60477 -0.10061 -0.56601 -0.54 -0.65 1.76 0.25
H 2.30549 -1.29487 0.96689 0.34 1.20 -1.22 0.26
H -0.61316 -3.79808 0.22705 2.22 -1.16 0.20 0.22
H -1.96678 -3.40416 -0.92207 1.21 0.15 1.58 0.22
H -2.15577 -3.41409 0.77887 -2.09 -0.01 2.63 0.22
H -0.11209 2.24051 -1.61339 -0.99 1.94 -0.46 0.24
H 1.46551 1.53366 -1.53731 -1.42 -0.06 0.51 0.22
H 0.91386 2.02202 1.64669 0.26 0.18 -2.19 0.23
H -0.48906 2.71925 0.79417 -0.50 2.19 -0.96 0.23
H -1.17128 0.68910 -0.12143 -0.53 -0.93 -0.53 0.25
```
Positions in Å, forces in eV/Å.


(4)
Formula: C7H17N2O2
Source: OMol25
Level of theory: ωB97M-V/def2-TZVPD

Values from the calculation:
charge = +1
lowest unoccupied orbital energy = -4.029 eV
relative energy (zero: lowest compared OMol25 entry of this formula, charge and spin) = 60.07 kcal per mole
2S+1 = 1
max |F| = 4.26 eV Å⁻¹
HOMO energy = -13.6 eV

```
28
Properties=species:S:1:pos:R:3:forces:R:3:nbo_charge:R:1
C -2.58227 -2.27692 2.87148 -0.18 -0.13 0.70 -0.02
C -2.20410 -0.94345 -0.40024 -0.14 4.26 0.01 0.56
C 3.56791 1.05428 -2.37520 -1.52 -0.51 0.33 -0.60
C 2.91727 1.26044 -1.00515 0.39 -2.56 0.25 -0.37
C 1.39981 0.91867 -1.01079 2.18 -0.12 0.87 -0.42
C 0.87951 1.11363 0.39643 -1.25 -2.16 0.64 -0.40
C -0.70555 0.90163 0.45569 1.93 0.21 2.04 -0.22
N -2.86704 -1.22808 2.22793 -0.57 2.30 -0.40 -0.08
N -1.08480 -0.48131 0.13622 1.87 -0.56 1.31 -0.59
O -3.40049 -1.21388 1.02810 -0.53 0.01 0.66 -0.52
O -2.07277 -2.14859 -0.78483 -1.24 -3.00 -1.39 -0.63
H -2.79200 -3.25046 2.51230 -0.12 -0.58 -0.89 0.23
H -2.28425 -2.21090 3.88403 0.51 0.44 0.81 0.22
H -2.89337 -0.14377 -0.91188 1.14 -1.87 1.02 0.22
H 3.71909 0.01828 -2.63767 0.00 -0.48 0.15 0.21
H 4.49829 1.53318 -2.43731 1.30 0.78 -0.13 0.22
H 2.89488 1.44688 -3.12687 0.00 0.32 -0.39 0.20
H 3.48372 0.58231 -0.23666 -0.94 1.81 -0.95 0.20
H 2.85809 2.31422 -0.83819 0.96 0.71 0.90 0.20
H 1.10405 1.70201 -1.68673 -1.32 -0.17 -0.48 0.21
H 1.26076 -0.10723 -1.33763 -0.38 0.07 -0.48 0.20
H 1.28911 2.00773 0.83365 -0.75 0.97 0.00 0.24
H 1.30927 0.37984 1.12734 -0.12 0.00 -0.83 0.20
H -1.06277 1.28580 1.45677 0.04 -0.72 -0.92 0.19
H -1.05335 1.52752 -0.28811 -1.28 1.25 -1.50 0.21
H -2.77981 -0.24626 2.67386 0.07 -2.00 -0.65 0.42
H -0.47635 -1.24267 0.55307 -0.84 1.34 -0.90 0.41
H -2.92285 -2.55290 -1.07959 0.77 0.39 0.22 0.52
```
Positions in Å, forces in eV/Å.


(5)
Formula: C7H17N3
Source: OMol25
Level of theory: ωB97M-V/def2-TZVPD

Values from the calculation:
charge = 0
lowest unoccupied orbital energy = 0.758 eV
relative energy (zero: lowest compared OMol25 entry of this formula, charge and spin) = 37.33 kcal per mole
2S+1 = 1
max |F| = 2.85 eV Å⁻¹
HOMO energy = -8.8 eV
SMILES string = [H]/N=C(\C)[C@H](C)N.CC(C)=N

```
27
Properties=species:S:1:pos:R:3:forces:R:3:nbo_charge:R:1
C 1.68815 0.14986 -0.74210 1.61 -0.55 -2.29 0.32
C 2.23197 1.52291 -0.44325 -0.64 0.12 0.37 -0.67
C 2.30674 -0.97135 0.05946 -0.72 -0.19 0.16 -0.69
N 1.13029 -0.01620 -1.90027 0.55 0.23 0.78 -0.69
H 0.11224 0.46136 0.25472 -2.06 0.12 0.60 0.18
H 1.01983 -0.99695 -2.15442 -0.01 -0.15 0.31 0.34
H -0.60677 0.29852 -1.71013 -1.86 0.78 0.91 0.40
H 1.66624 2.27522 -0.98781 -0.04 0.04 0.04 0.23
H 2.20444 1.72614 0.62655 0.03 0.14 0.05 0.22
H 3.27060 1.58282 -0.77315 0.00 -0.17 -0.01 0.23
H 3.39290 -0.91608 0.02375 0.08 0.16 -0.04 0.23
H 2.00234 -1.95241 -0.31543 -0.02 0.13 0.02 0.22
H 1.99918 -0.89209 1.10074 0.06 -0.06 0.16 0.24
C -1.80319 -1.94105 -0.14433 -0.24 -0.02 0.18 -0.69
C -1.52788 1.64256 1.13466 -0.11 -0.19 -0.12 -0.61
C -1.44364 -0.86441 0.83908 0.18 -0.20 -0.10 0.33
C -1.07916 0.48608 0.25338 2.08 0.10 0.41 -0.09
N -1.33468 -1.01073 2.09044 -0.02 0.03 0.45 -0.66
N -1.46553 0.60895 -1.11531 1.01 -0.26 -1.51 -0.86
H -1.54631 -1.95580 2.40887 -0.03 -0.01 -0.23 0.33
H -1.59486 1.59000 -1.34438 0.00 -0.09 -0.02 0.36
H -0.95675 -2.14534 -0.79963 0.06 -0.01 -0.09 0.22
H -2.09001 -2.85858 0.36783 0.04 -0.01 0.01 0.21
H -2.61748 -1.59165 -0.77640 0.02 -0.07 -0.06 0.25
H -1.22362 1.47304 2.16355 0.03 0.04 -0.01 0.24
H -2.61680 1.71142 1.11132 -0.05 0.03 0.02 0.21
H -1.11825 2.58376 0.77226 0.08 0.07 -0.02 0.20
```
Positions in Å, forces in eV/Å.


(6)
Formula: C7H17N3
Source: OMol25
Level of theory: ωB97M-V/def2-TZVPD

Values from the calculation:
charge = +2
lowest unoccupied orbital energy (alpha / beta) = -9.324 / -10.763 eV
relative energy (zero: lowest compared OMol25 entry of this formula, charge and spin) = 118.87 kcal per mole
2S+1 = 1
max |F| = 4.12 eV Å⁻¹
HOMO energy (alpha / beta) = -18.5 / -15.6 eV

```
27
Properties=species:S:1:pos:R:3:forces:R:3:nbo_charge:R:1
C -1.46564 -0.76430 0.89983 0.49 -3.93 0.47 0.23
C -2.13389 0.71456 2.48248 -3.73 -0.93 0.46 -0.59
C 0.89870 -1.12824 -1.95287 -0.74 0.01 0.15 -0.69
C -0.40171 -2.78599 0.00790 1.89 -0.98 3.53 -0.43
C 2.48401 2.86394 -1.36597 -1.08 1.71 1.60 -0.49
C -1.66191 0.65588 1.08107 -0.63 0.05 -0.97 -0.51
C 0.24887 -0.63345 -0.73154 -0.33 1.35 0.75 0.15
N 3.56848 1.27887 0.09791 -0.67 2.74 -1.87 -0.01
N -0.50895 -1.31438 0.11675 -0.39 -0.64 -0.39 -0.31
N 2.71742 1.67432 -0.60765 1.71 -1.48 1.63 0.17
H -1.86610 -1.61549 1.61368 0.27 2.25 -1.49 0.25
H -3.23819 0.25562 2.60670 2.40 1.26 -0.47 0.24
H -2.12754 1.70950 2.76786 -0.33 1.89 1.06 0.24
H -1.55445 0.14483 3.14143 1.13 -0.69 1.01 0.22
H 0.48890 -0.36531 -2.57035 -0.21 0.46 -1.61 0.26
H 1.95009 -0.93712 -1.98305 0.86 -0.30 0.06 0.25
H 0.60336 -2.10382 -2.35852 0.27 0.31 0.42 0.28
H 0.58037 -3.05225 -0.40407 -0.64 0.11 -0.12 0.24
H -1.21840 -3.16417 -0.50291 -1.41 -0.73 -1.34 0.25
H -0.40122 -3.31404 1.05636 -0.15 1.41 -1.75 0.26
H 1.62751 3.35728 -0.74776 1.37 -0.50 -1.15 0.30
H 2.03469 2.46023 -2.24526 -0.17 0.31 -1.06 0.28
H 3.36135 3.55931 -1.47532 -0.69 -0.94 0.10 0.31
H -0.67842 1.11658 0.93870 -0.23 0.44 0.17 0.21
H -2.41961 1.15804 0.40448 0.93 -0.74 0.38 0.29
H 0.15553 0.46127 -0.58520 0.25 -0.85 -0.34 0.19
H 3.67933 0.40202 0.54969 -0.16 -1.62 0.77 0.44
```
Positions in Å, forces in eV/Å.